(1)
Entry from OMol25: an isolated molecule of C2H4OS in a non-equilibrium geometry (ωB97M-V with the def2-TZVPD basis set).

charge = 0
energy relative to the best compared isomer or geometry (same formula, charge and spin) = 544.3 kJ/mol
maximum force = 6.3 eV/A

Each line ends with the natural charge from an NBO analysis.
CARTESIAN COORDINATES (ANGSTROEM)
S 2.40 0.16 0.06  0.118
O -0.24 -0.06 0.11  -0.490
C 0.95 -0.66 0.03  0.105
C -1.90 0.08 0.31  -0.368
H -2.25 -0.40 -0.51  0.124
H 1.87 1.47 -0.18  0.175
H -1.92 1.21 0.29  0.145
H 1.09 -1.80 -0.11  0.191



(2)
Entry from OMol25: the ion C3H4NO2S with charge +1 in a non-equilibrium geometry (ωB97M-V with the def2-TZVPD basis set).

charge = +1
structure (SMILES) = C#[N+]S(=O)(=O)C=C
energy relative to the best compared isomer or geometry (same formula, charge and spin) = 498.8 kJ/mol
maximum force = 10.6 eV/A

Each line ends with the natural charge from an NBO analysis.
CARTESIAN COORDINATES (ANGSTROEM)
S -0.80 0.49 0.23  2.076
O -2.04 0.77 -0.96  -0.676
O -0.93 0.82 1.54  -0.746
N -0.73 -1.49 0.03  -0.452
C -1.52 -2.30 0.07  0.437
C 1.92 1.16 0.14  -0.187
C 0.84 0.70 -0.44  -0.518
H 2.71 1.27 -0.45  0.236
H 0.84 0.48 -1.55  0.289
H -2.29 -3.05 0.15  0.294
H 2.00 1.17 1.25  0.246



(3)
Entry from OMol25: an isolated molecule of C5H11NO in a non-equilibrium geometry (ωB97M-V with the def2-TZVPD basis set).

charge = 0
structure (SMILES) = CN[C@H](C)CC=O
energy relative to the best compared isomer or geometry (same formula, charge and spin) = 139.6 kJ/mol
maximum force = 1.0 eV/A

Each line ends with the natural charge from an NBO analysis.
CARTESIAN COORDINATES (ANGSTROEM)
O -1.27 -2.06 -1.37  -0.522
N 1.06 1.37 0.47  -0.622
C -0.75 0.10 -0.49  -0.519
C 1.50 -0.93 -0.16  -0.617
C -1.51 -1.19 -0.56  0.438
C 0.28 2.37 1.21  -0.424
C 0.47 0.03 0.43  -0.035
H -2.34 -1.37 0.15  0.109
H -0.39 0.34 -1.48  0.236
H 0.17 -0.27 1.44  0.163
H -0.63 2.64 0.66  0.192
H 2.51 -0.71 0.19  0.210
H 0.84 3.30 1.18  0.208
H 1.98 1.36 0.91  0.355
H -1.47 0.86 -0.17  0.217
H 1.18 -1.96 -0.02  0.223
H 1.53 -0.82 -1.25  0.218
H 0.08 2.04 2.24  0.170



(4)
Entry from OMol25: an isolated molecule of C4H7NO2 (ωB97M-V with the def2-TZVPD basis set).

charge = 0
structure (SMILES) = [H]/N=C(\C)OCC=O
energy relative to the best compared isomer or geometry (same formula, charge and spin) = 133.5 kJ/mol
maximum force = 0.5 eV/A

Each line ends with the natural charge from an NBO analysis.
CARTESIAN COORDINATES (ANGSTROEM)
O -0.53 0.13 0.80  -0.502
O -2.16 -0.93 -2.15  -0.508
N 1.00 -0.91 -0.53  -0.725
C -1.66 -0.25 -1.29  0.434
C 0.73 -0.01 0.32  0.575
C -1.51 -0.68 0.16  -0.187
C 1.63 1.04 0.91  -0.693
H 1.98 -0.87 -0.80  0.355
H 1.96 0.75 1.91  0.240
H -1.27 -1.75 0.21  0.224
H -1.30 0.78 -1.49  0.106
H 2.50 1.19 0.27  0.224
H 1.08 1.98 1.00  0.238
H -2.44 -0.48 0.69  0.218



(5)
Entry from OMol25: a structure of composition C10H8N2 in a non-equilibrium geometry (ωB97M-V with the def2-TZVPD basis set).

charge = 0
energy relative to the best compared isomer or geometry (same formula, charge and spin) = 260.8 kJ/mol
maximum force = 9.3 eV/A

Each line ends with the natural charge from an NBO analysis.
CARTESIAN COORDINATES (ANGSTROEM)
N -0.29 1.07 -1.39  -0.405
N -0.88 -0.87 1.31  -0.400
C 0.00 -0.05 -0.76  0.145
C -0.87 -0.86 2.66  0.043
C 0.40 -1.15 -1.43  -0.192
C -0.09 0.06 0.69  0.141
C -0.17 0.01 3.44  -0.277
C 0.59 0.98 2.87  -0.169
C 0.59 -1.22 -2.70  -0.194
C 0.23 0.00 -3.48  -0.233
C -0.20 1.09 -2.70  0.030
C 0.58 0.96 1.43  -0.214
H 0.90 -2.17 -0.70  0.210
H 0.99 1.83 3.54  0.234
H 1.20 1.79 1.03  0.227
H 0.74 -2.06 -3.45  0.238
H -0.28 -0.14 4.61  0.223
H 0.21 0.06 -4.49  0.207
H -0.48 2.09 -3.28  0.190
H -1.50 -1.78 3.22  0.196



(6)
Entry from OMol25: a structure of composition C33H26ClN2O2OsP (ωB97M-V with the def2-TZVPD basis set).

charge = +2
expectation value of S² = 6.0685
maximum force = 0.6 eV/A
2S+1 = 5

Each line ends with the Mulliken spin population.
CARTESIAN COORDINATES (ANGSTROEM)
Os 0.07 -1.40 0.06  2.472
Cl -6.30 -3.74 2.78  0.004
P 1.17 0.51 -0.85  -0.168
O -0.54 -3.35 0.25  -0.036
O -1.79 -0.84 0.42  0.274
N -2.47 4.39 2.95  0.122
N 1.92 -2.30 -0.59  0.025
C 0.74 -1.56 2.85  0.604
C 2.79 -0.12 -1.31  -0.021
C -2.78 -1.57 0.92  0.052
C 5.22 -1.27 -2.01  0.001
C -1.95 -0.56 -4.05  0.081
C -1.88 3.40 3.05  -0.035
C -2.73 -2.97 1.15  -0.032
C 2.07 2.86 0.25  0.002
C -3.84 -3.64 1.72  0.004
C 0.78 3.13 -1.78  0.009
C 3.00 -1.48 -1.15  0.012
C 1.00 4.50 -1.73  0.002
C 0.30 -0.77 -3.25  0.028
C 3.81 0.68 -1.82  0.003
C 0.19 2.10 2.78  -0.064
C 1.75 5.05 -0.69  0.000
C -2.27 0.29 -2.99  -0.053
C -4.96 -2.95 2.05  0.021
C -3.97 -0.90 1.22  0.022
C 0.00 0.09 -2.18  0.039
C -0.67 -1.09 -4.18  -0.024
C -1.31 0.60 -2.05  0.152
C -1.65 -3.75 0.75  0.020
C 5.02 0.10 -2.17  0.000
C 4.20 -2.06 -1.50  0.002
C -1.18 2.16 3.12  0.209
C -1.23 -0.22 3.44  0.167
C 0.13 -0.32 3.01  -0.027
C 1.31 2.31 -0.78  -0.008
C 0.83 0.90 2.73  0.176
C 2.29 4.23 0.29  0.001
C -1.87 0.98 3.49  -0.044
C -5.03 -1.57 1.78  -0.004
H -1.55 1.25 -1.22  0.013
H 3.65 1.74 -1.95  -0.001
H 0.20 2.71 -2.59  0.000
H 2.52 2.23 1.00  0.000
H -3.79 -4.71 1.88  0.001
H -1.75 -4.84 0.85  -0.001
H -2.89 1.06 3.82  0.002
H 0.71 3.03 2.57  -0.002
H 0.22 -2.46 3.17  0.008
H -0.43 -1.73 -5.01  0.000
H 0.59 5.13 -2.50  0.000
H 2.88 4.66 1.09  0.000
H -5.94 -1.04 2.02  0.000
H 2.29 -2.86 0.18  0.000
H -2.71 -0.80 -4.79  0.002
H -3.27 0.70 -2.90  -0.001
H -4.02 0.16 1.01  -0.001
H -1.75 -1.13 3.74  -0.003
H 1.91 6.12 -0.66  0.000
H 4.36 -3.13 -1.37  0.000
H 1.31 -1.15 -3.38  0.003
H 1.63 -2.99 -1.28  0.000
H 6.17 -1.72 -2.28  0.000
H 1.89 0.85 2.51  -0.006
H 1.81 -1.63 2.66  0.000
H 5.82 0.72 -2.56  0.000



Number 1: E_tot -551.821353 Ha. Number 2: E_tot -719.640004 Ha. Number 3: E_tot -327.078178 Ha. Number 4: E_tot -361.830003 Ha. Number 5: E_tot -495.269832 Ha. Number 6: E_tot -2424.713815 Ha.